1.
A structure of composition C47H40BrClLuN3O2PSSi in a non-equilibrium geometry, computed with ωB97M-V/def2-TZVPD.

Geometry as XYZ:
```
98
Properties=species:S:1:pos:R:3:forces:R:3:mulliken_charge:R:1
Lu -0.44537 -0.01628 0.24607 0.3 -0.2 -0.4 0.916
Br 3.62141 -5.99736 5.90440 0.0 -0.1 0.0 -0.172
C 4.37341 -4.34660 5.39004 0.0 0.0 -0.1 0.049
C 4.51279 -4.05348 4.04017 0.0 0.0 0.1 -0.643
C 5.04005 -2.83088 3.66012 0.0 0.1 -0.1 -0.054
C 5.44002 -1.91958 4.62906 0.1 0.5 0.0 0.045
C 5.36319 -2.24715 5.96883 -0.1 -0.1 0.3 -0.275
C 4.80031 -3.45623 6.35902 0.1 0.1 0.0 -0.447
N 6.11081 -0.67745 4.27627 -0.2 -0.4 -0.5 -0.601
N 5.57120 0.15582 3.53618 -0.3 0.0 0.5 -0.269
C 4.15554 0.09515 3.22370 0.5 -0.2 -0.3 0.131
C 3.17707 0.13538 4.17271 -0.1 0.0 0.2 -0.417
C 1.81553 0.21452 3.81234 0.1 0.0 0.3 -0.953
C 1.43423 0.23402 2.49976 -0.5 0.0 -0.1 0.319
O 0.14443 0.28045 2.12101 0.8 0.1 1.1 -0.658
C 2.44610 0.18543 1.49488 0.0 0.0 -0.3 0.620
N 2.04493 0.14775 0.18180 -0.2 -0.1 0.3 0.597
C 2.95601 0.11424 -0.75734 0.1 0.0 0.0 -0.490
C 4.33888 0.13404 -0.49084 -0.1 0.0 -0.1 -1.295
C 4.75917 0.15138 0.80549 0.0 0.0 0.2 -0.547
C 3.80379 0.15939 1.85331 0.2 0.0 -0.2 0.406
H 4.22344 -4.78394 3.29647 0.0 0.0 0.0 0.538
H 5.16565 -2.59511 2.61028 0.0 0.0 0.0 0.450
H 5.73307 -1.54879 6.70997 0.0 0.0 0.0 0.465
H 4.71544 -3.70859 7.40712 0.0 0.0 0.0 0.429
H 3.44670 0.11952 5.22061 0.0 0.0 0.0 0.508
H 1.04696 0.26172 4.57339 0.0 0.0 0.0 0.570
H 2.59862 0.07341 -1.78075 0.0 0.0 0.0 0.521
H 5.04147 0.12816 -1.31289 0.0 0.0 0.0 0.475
H 5.81307 0.16253 1.05433 0.0 0.0 0.0 0.598
Cl -0.18767 0.45222 -2.37228 0.0 0.1 -0.7 -0.056
C 0.18665 2.09914 -2.92662 0.0 -0.2 0.1 0.776
C 0.38300 2.23801 -4.28458 0.0 0.0 0.0 -0.677
C 0.66598 3.50533 -4.77362 0.0 0.0 0.0 -0.596
C 0.73762 4.58447 -3.90573 0.0 0.0 0.1 -0.817
C 0.52676 4.40578 -2.54488 0.0 0.1 -0.1 -0.640
C 0.23919 3.14666 -2.02052 0.1 0.0 0.0 -0.404
P -0.00298 2.84209 -0.23965 -0.6 0.0 -0.1 1.580
C 0.47232 4.41004 0.53560 0.4 -0.2 0.1 -0.061
C 1.82713 4.56602 0.83488 0.0 0.0 0.0 -0.370
C 2.29114 5.74439 1.39860 0.0 0.0 0.0 -0.704
C 1.39775 6.76951 1.67894 0.0 0.0 0.0 -0.542
C 0.04761 6.61411 1.39174 0.0 0.0 0.0 -0.744
C -0.42040 5.43679 0.82196 0.0 0.1 0.0 -0.093
C -1.82444 2.86385 -0.05336 0.1 0.2 0.0 -0.022
C -2.28493 2.70986 1.25752 0.0 0.0 0.1 -0.022
C -3.62091 2.92808 1.55687 0.0 -0.1 0.0 -0.653
C -4.50820 3.26872 0.54540 0.0 0.0 0.0 -0.519
C -4.06453 3.37398 -0.76663 0.0 0.0 0.0 -0.897
C -2.72376 3.17787 -1.06801 -0.1 0.0 0.0 -0.533
H 0.31568 1.38187 -4.94217 0.0 0.0 0.0 0.554
H 0.83048 3.64078 -5.83444 0.0 0.0 0.0 0.398
H 0.95621 5.57276 -4.28785 0.0 0.0 0.0 0.444
H 0.58369 5.25569 -1.87645 0.0 0.0 0.0 0.443
H 2.52424 3.76021 0.62712 0.0 0.0 0.0 0.436
H 3.34305 5.85753 1.62661 0.0 0.0 0.0 0.435
H 1.75292 7.68822 2.12767 0.0 0.0 0.0 0.398
H -0.64900 7.41205 1.61326 0.0 0.0 0.0 0.443
H -1.47539 5.33263 0.59964 0.0 0.0 0.0 0.392
H -1.58783 2.46823 2.05558 0.0 0.0 0.0 0.456
H -3.96649 2.83038 2.57805 0.0 0.0 0.0 0.461
H -5.55145 3.44044 0.77749 0.0 0.0 0.0 0.406
H -4.76210 3.61963 -1.55654 0.0 0.0 0.0 0.424
H -2.37998 3.29928 -2.08865 0.0 0.0 0.0 0.465
C -1.22691 -4.39508 -0.03594 0.0 -0.2 -0.2 -1.057
S -0.45934 -3.22462 1.04202 0.0 0.6 0.0 0.608
C 0.93675 -4.17774 1.56232 0.2 -0.1 0.1 -1.173
O 0.15963 -2.16235 0.10543 -0.2 0.0 0.1 -0.817
H -1.62333 -5.20320 0.58123 0.0 0.0 0.0 0.501
H -0.48408 -4.76109 -0.74558 -0.1 0.0 0.0 0.403
H -2.04145 -3.88304 -0.54798 0.0 0.0 0.0 0.180
H 0.56377 -5.00863 2.16320 0.1 0.0 0.0 0.463
H 1.56030 -3.52898 2.17694 0.0 0.0 0.0 0.347
H 1.47856 -4.52991 0.68463 0.0 0.0 0.1 0.372
C -4.30489 -3.11968 -3.78698 0.0 0.0 0.0 -0.490
C -2.97334 -2.87658 -3.49281 0.0 0.0 0.1 -0.935
C -2.64220 -2.17329 -2.33573 -0.1 0.0 0.0 0.083
C -3.61311 -1.69623 -1.44958 0.0 -0.1 -0.2 0.341
C -4.95083 -1.96212 -1.77367 0.1 -0.1 0.0 -0.600
C -5.29365 -2.66160 -2.92125 0.0 0.0 0.0 -0.678
Si -3.18616 -0.62350 0.06980 -0.5 -0.5 -0.1 1.508
C -4.09351 -1.43035 1.53339 -0.1 0.1 0.3 0.181
C -3.91618 -2.75604 1.94225 0.0 -0.1 -0.1 -0.123
C -4.54916 -3.27483 3.06512 0.0 0.1 -0.1 -0.831
C -5.38373 -2.46762 3.82664 0.0 0.0 0.0 -0.478
C -5.59174 -1.15176 3.44074 0.0 0.0 -0.1 -0.707
C -4.95682 -0.64661 2.31028 0.0 -0.1 0.0 -0.306
H -4.57460 -3.66294 -4.68389 0.0 0.0 0.0 0.386
H -2.19609 -3.23513 -4.15739 0.0 0.0 0.0 0.429
H -1.58892 -2.00475 -2.12211 0.0 0.0 0.0 0.268
H -5.73675 -1.61808 -1.10837 0.0 0.0 0.0 0.379
H -6.33584 -2.85064 -3.14712 0.0 0.0 0.0 0.423
H -4.07036 0.54448 -0.15393 0.0 0.2 0.0 -0.514
H -3.29589 -3.42499 1.34871 -0.1 0.1 0.1 0.278
H -4.39957 -4.31118 3.34374 0.0 0.0 0.0 0.421
H -5.87727 -2.86539 4.70430 0.0 0.0 0.0 0.380
H -6.26139 -0.52101 4.01226 0.0 0.0 0.0 0.418
H -5.15550 0.37611 2.00983 0.0 0.0 0.0 0.360
```
Forces are in eV/Å.

Values from the calculation:
Gap between HOMO and LUMO = 7.08 eV
LUMO energy = -0.0956 Eh
ΔE to the lowest compared entry with this formula, charge and spin = 16.46 kcal per mole
Net charge = +1

=====

2.
A structure of composition C47H41CrN2O2PS3 in a non-equilibrium geometry, computed with ωB97M-V/def2-TZVPD.

Geometry as XYZ:
```
97
Properties=species:S:1:pos:R:3:forces:R:3:lowdin_spin:R:1
Cr -0.71460 -0.04749 0.63698 -0.6 -1.9 1.1 3.139
C 1.11631 0.93254 3.66940 0.1 -0.3 -0.2 0.046
C 0.85886 -0.32877 2.90979 0.6 0.1 0.4 0.306
N -0.40791 -0.65199 2.60959 -0.9 1.1 -0.1 0.057
N -0.66090 -1.97426 2.75447 -0.3 -1.2 0.3 -0.004
C -1.50282 -2.58849 2.01235 0.5 0.4 0.7 0.042
S -2.34110 -1.97009 0.65587 -0.1 0.2 -0.4 0.009
S -1.81680 -4.26657 2.53059 0.3 -0.5 0.0 0.009
C -0.08113 -4.84721 2.80099 -0.7 0.3 0.2 0.002
C 0.33105 -5.83081 1.76434 0.1 -0.4 -0.1 0.000
C 0.19734 -5.52795 0.40991 0.0 0.0 0.1 0.000
C 0.50311 -6.46928 -0.55135 0.1 -0.1 -0.1 0.000
C 0.96135 -7.72758 -0.18330 0.0 -0.1 0.0 0.000
C 1.12606 -8.02732 1.15867 0.1 -0.3 -0.2 0.000
C 0.81256 -7.08889 2.12315 -0.1 0.3 0.0 0.000
C 1.91596 -1.23477 2.53948 -0.1 0.0 -0.1 0.024
C 3.05739 -1.50156 3.29636 -0.2 0.2 0.0 0.059
C 4.00147 -2.41951 2.87217 0.4 -0.2 0.2 0.002
C 3.83047 -3.08228 1.66418 0.2 -0.1 0.2 0.062
C 2.74339 -2.80022 0.86255 -0.2 0.1 -0.1 0.010
C 1.77426 -1.85839 1.24971 0.4 0.2 0.1 0.044
O 0.82781 -1.51823 0.44100 -0.6 0.4 -0.5 0.036
H 0.20831 1.52806 3.69822 0.0 0.0 0.1 0.001
H 1.91931 1.51346 3.22076 0.1 0.2 0.0 0.006
H 1.41510 0.67564 4.68962 0.0 0.1 0.3 0.020
H -0.04139 -5.28230 3.79916 0.1 0.0 0.0 0.000
H 0.51943 -3.93819 2.78383 0.1 0.0 0.1 0.000
H -0.18203 -4.55884 0.12073 -0.1 0.2 0.0 0.000
H 0.37827 -6.23738 -1.60097 0.0 0.1 0.0 0.000
H 1.18084 -8.47211 -0.93694 0.0 0.0 -0.1 0.000
H 1.49422 -9.00282 1.45304 0.0 0.0 0.0 0.000
H 0.93201 -7.34285 3.16878 0.0 0.1 0.1 0.000
H 3.18401 -0.99822 4.24804 0.0 0.0 0.1 0.004
H 4.86244 -2.63674 3.49258 0.1 0.0 0.0 -0.002
H 4.55023 -3.82779 1.34494 0.1 0.0 0.0 0.005
H 2.62243 -3.29068 -0.09272 0.0 0.0 -0.2 0.000
C 0.09571 -2.79247 -2.29121 0.0 0.0 0.0 0.001
C -1.32932 -2.47899 -2.60757 -0.1 0.1 -0.1 0.001
C -2.18659 -3.47177 -3.05466 -0.1 0.0 -0.1 0.001
C -3.52161 -3.21007 -3.31477 0.0 0.0 -0.1 0.002
C -4.02483 -1.93724 -3.10824 -0.2 -0.1 -0.1 0.001
C -3.18729 -0.92992 -2.66976 0.2 0.1 0.0 0.001
C -1.83485 -1.17955 -2.44733 -0.2 -0.2 0.2 0.006
P -0.78285 0.11341 -1.71673 -0.4 0.2 -1.3 0.035
C 0.65217 0.24992 -2.83852 0.4 0.0 -0.2 0.004
C 1.80111 0.69548 -2.17386 -0.3 -0.1 0.1 0.001
C 3.02507 0.74858 -2.80365 0.3 0.0 -0.3 0.000
C 3.13522 0.33505 -4.12754 -0.1 0.1 0.2 0.002
C 1.99997 -0.07176 -4.80722 0.3 0.0 -0.1 0.000
C 0.75288 -0.10452 -4.19666 -0.2 0.2 0.4 0.002
C -0.42620 -0.49324 -5.03847 -0.1 0.1 0.0 0.001
C -1.68175 1.66116 -1.97659 0.1 0.1 0.1 0.000
C -1.55475 2.44834 -3.11006 -0.1 0.0 0.1 0.001
C -2.13421 3.70350 -3.14327 0.0 0.1 -0.3 -0.004
C -2.81153 4.17509 -2.02687 0.0 0.1 0.0 0.001
C -2.93653 3.39182 -0.89534 0.0 0.1 0.0 -0.004
C -2.38643 2.10972 -0.84007 0.1 -0.1 -0.2 -0.005
C -2.49784 1.22009 0.32552 -0.2 -0.3 0.1 -0.035
H 0.24255 -3.86420 -2.18195 0.0 -0.1 0.0 0.000
H 0.38666 -2.30656 -1.35552 0.1 -0.1 0.1 0.000
H 0.76822 -2.43837 -3.07290 0.1 0.0 -0.1 0.000
H -1.80604 -4.47496 -3.19556 0.1 -0.1 0.0 0.000
H -4.16749 -4.00359 -3.66985 0.0 0.0 0.0 0.000
H -5.07203 -1.72963 -3.28888 0.0 0.0 0.0 0.000
H -3.57942 0.06503 -2.49366 0.0 0.0 0.0 0.000
H 1.70197 0.98460 -1.13337 0.1 0.0 0.0 0.000
H 3.90322 1.08308 -2.26832 0.0 0.0 0.1 0.000
H 4.09956 0.33030 -4.62000 0.0 0.0 0.0 0.000
H 2.08107 -0.37312 -5.84641 0.0 0.0 0.0 0.000
H -0.38361 -1.55094 -5.30465 -0.1 -0.1 0.0 0.000
H -0.42860 0.08530 -5.96335 0.0 0.0 -0.1 0.000
H -1.35541 -0.30854 -4.51192 -0.1 0.0 -0.2 0.000
H -0.96931 2.08878 -3.94599 0.0 0.0 -0.1 0.000
H -2.04665 4.31533 -4.03124 0.0 0.1 0.0 0.000
H -3.24019 5.16973 -2.04565 0.0 0.1 0.0 0.000
H -3.46453 3.77441 -0.03063 0.0 0.0 0.1 0.000
H -3.27424 0.47147 0.11536 0.1 0.0 0.0 0.003
H -2.84066 1.79123 1.19735 0.2 -0.2 0.1 0.005
C -1.47624 8.43484 3.05494 -0.2 0.2 -0.4 0.000
C -0.18105 9.16991 3.27054 0.3 1.1 0.3 0.001
O -0.06296 10.38770 3.20196 -0.3 -1.5 0.1 0.000
S 1.22052 8.19047 3.82450 0.0 0.0 -0.4 0.002
C 0.94447 6.60261 3.04882 0.1 0.4 0.4 0.013
C 1.46910 6.35148 1.78485 0.0 0.2 0.1 0.000
C 1.25190 5.13520 1.17568 -0.1 -0.2 -0.1 0.014
C 0.50810 4.13456 1.82207 0.0 0.2 0.2 0.013
C -0.01630 4.41442 3.09908 -0.1 -0.1 0.0 0.013
C 0.21262 5.62283 3.71302 0.1 0.2 0.0 0.000
C 0.28459 2.87196 1.24886 0.2 -0.2 -0.4 0.062
C 0.08646 1.73425 0.84888 0.5 0.9 0.2 -0.022
H -2.06756 8.97369 2.31532 0.0 0.0 0.0 0.000
H -2.04033 8.41611 3.99162 0.2 0.0 0.0 0.000
H -1.32348 7.40985 2.72642 0.0 0.1 0.0 0.000
H 2.04892 7.11920 1.28861 0.0 0.0 0.0 0.000
H 1.64229 4.93737 0.18509 0.0 0.0 0.1 0.001
H -0.62087 3.66613 3.59217 0.1 -0.1 0.0 0.001
H -0.17610 5.83529 4.70165 0.0 -0.1 0.0 0.000
```
Forces are in eV/Å.

Values from the calculation:
Gap between HOMO and LUMO (alpha / beta) = 3.23 / 5.16 eV
LUMO energy (alpha / beta) = 0.1374 / 0.1373 Eh
2S+1 = 5
ΔE to the lowest compared entry with this formula, charge and spin = 22.28 kcal per mole
Net charge = -2